Formula: C14H19BN2O4S
Source: the Open Molecules 2025 dataset
Level of theory: ωB97M-V with the def2-TZVPD basis set

Last column: Mulliken charge in e.
Geometry (Å):
1 O 1.13 -0.50 2.25  -0.579
2 O 0.97 -0.04 -2.96  -0.691
3 O -0.62 2.43 -2.80  -0.757
4 O -2.41 2.82 -1.23  -0.565
5 S -2.17 -3.17 1.69  -0.247
6 B -1.53 1.95 -1.82  0.979
7 C 1.77 -0.65 1.25  0.633
8 C 1.02 0.18 -1.75  0.676
9 C 1.27 -3.11 0.84  -0.525
10 C -2.87 -3.45 0.14  -0.316
11 C -1.89 -1.47 1.26  -0.664
12 C 2.06 -2.06 0.72  -0.277
13 C -3.14 -2.27 -0.45  -0.768
14 C -2.65 -1.14 0.21  0.545
15 N 2.18 0.44 0.41  0.087
16 N -0.12 0.32 -0.95  0.897
17 C 2.35 0.21 -1.06  -1.302
18 C 2.80 2.42 1.92  -0.785
19 C 1.29 2.26 2.14  -0.526
20 C 1.92 1.81 0.87  0.045
21 C -2.55 0.26 -0.36  -1.286
22 C -1.50 0.40 -1.46  -0.152
23 H 0.01 1.71 -3.04  0.369
24 H -2.39 3.71 -1.54  0.306
25 H 1.52 -4.17 0.80  0.332
26 H 0.21 -2.91 1.08  -0.178
27 H -3.10 -4.35 -0.33  0.523
28 H -1.19 -0.79 1.73  0.747
29 H 3.03 -2.26 0.25  0.367
30 H -3.45 -2.30 -1.54  0.281
31 H -0.15 0.07 0.03  -0.366
32 H 2.94 0.97 -1.55  0.356
33 H 2.94 -0.69 -1.31  0.356
34 H 3.48 1.94 2.60  0.274
35 H 3.15 3.40 1.66  0.267
36 H 0.63 3.09 2.10  0.259
37 H 0.92 1.39 2.67  0.218
38 H 1.59 2.35 -0.05  0.398
39 H -3.57 0.60 -0.64  0.555
40 H -2.22 1.01 0.41  0.429
41 H -1.64 -0.40 -2.20  0.084

As for the charge: 0. The largest force on an atom is 3.898 eV/A. The SMILES is C=CC(=O)N(CC(=O)N[C@@H](Cc1ccsc1)B(O)O)C1CC1. The value obtained for the energy is -1378.38921 hartree. For the frontier orbital gap, the calculation gives 0.35223 hartree. For the HOMO energy, the calculation gives -9.04 eV.